1.
The molecule C4H8O. Source: the Open Molecules 2025 dataset; level of theory: ωB97M-V/def2-TZVPD.

Geometry as XYZ:
```
13
Properties=species:S:1:pos:R:3:forces:R:3
C 0.7571 -1.6420 -0.5765 -0.2 -0.2 0.2
C 0.3974 -0.2094 -0.7113 0.6 0.0 0.2
O 1.1630 0.3043 0.8033 0.5 0.0 -1.3
C 0.0417 0.8371 0.2353 -0.7 0.5 -0.5
C -1.2841 1.0418 0.8845 -0.1 -0.1 0.3
H 1.8416 -1.6529 -0.7672 -0.3 -0.2 0.0
H 0.2980 -2.2898 -1.3281 -0.2 0.1 0.1
H 0.6068 -1.9685 0.4475 -0.1 -0.4 -0.1
H 0.4694 0.1606 -1.7509 1.2 0.1 0.5
H 0.3643 1.7476 -0.2934 -0.6 0.4 0.0
H -1.6890 0.1253 1.3131 0.0 0.0 0.1
H -1.1931 1.8146 1.6495 -0.2 -0.1 0.1
H -1.9549 1.4033 0.0942 0.0 -0.1 0.3
```
Positions in Å, forces in eV/Å.

Computed properties:
- energy above the lowest of the compared OMol25 structures with the same formula, charge and spin (kcal per mole) = 72.6
- SMILES = C[C@@H]1O[C@@H]1C
- orbital gap (eV) = 10.0
- LUMO energy (hartree) = 0.025

2.
The ion C2H3O3S with charge -1. Source: the Open Molecules 2025 dataset; level of theory: ωB97M-V/def2-TZVPD.

Geometry as XYZ:
```
9
Properties=species:S:1:pos:R:3:forces:R:3
C -0.0426 -1.7214 0.8974 -0.5 0.2 0.1
C -0.6783 0.1131 -0.3310 1.2 0.8 -1.3
O 1.3409 1.7543 0.5119 0.0 0.1 0.2
O 1.1580 1.3135 -1.9015 -0.1 -0.1 -0.1
O -0.6808 -0.5774 0.8679 0.2 -1.3 1.2
S 1.2040 0.7245 -0.5411 -0.7 0.1 -0.1
H -0.0894 -2.0186 1.9845 0.0 0.3 -0.2
H -0.8240 -0.5226 -1.2057 -0.1 -0.2 0.2
H -1.3877 0.9346 -0.2824 0.1 0.1 0.1
```
Positions in Å, forces in eV/Å.

Computed properties:
- energy above the lowest of the compared OMol25 structures with the same formula, charge and spin (kcal per mole) = 99.6
- orbital gap (eV) = 7.3
- LUMO energy (hartree) = 0.148
- charge = -1

3.
The molecule C3H2F2O2. Source: the Open Molecules 2025 dataset; level of theory: ωB97M-V/def2-TZVPD.

Geometry as XYZ:
```
9
Properties=species:S:1:pos:R:3:forces:R:3
O -2.3615 -0.5110 -0.3329 0.0 -0.2 0.0
C -1.2718 -0.1207 -0.0904 1.4 -0.2 0.3
O -0.9139 1.0049 0.5652 2.7 -0.3 -0.8
C 0.7527 0.5982 0.4204 -4.4 -2.1 1.5
F 1.4727 1.4917 -0.2100 -0.2 0.0 0.5
C 0.1974 -0.6136 -0.4132 0.2 2.0 2.0
F 0.7117 -1.8192 -0.0612 -0.5 0.0 -0.1
H 0.9346 0.2868 1.4897 0.7 1.2 -1.2
H 0.4780 -0.3169 -1.3676 0.2 -0.3 -2.4
```
Positions in Å, forces in eV/Å.

Computed properties:
- energy above the lowest of the compared OMol25 structures with the same formula, charge and spin (kcal per mole) = 37.1
- SMILES = O=C1O[C@H](F)[C@H]1F
- orbital gap (eV) = 11.6
- LUMO energy (hartree) = 0.025

4.
A structure of composition C18H19ClIN7O2STi. Source: the Open Molecules 2025 dataset; level of theory: ωB97M-V/def2-TZVPD.

Geometry as XYZ:
```
50
Properties=species:S:1:pos:R:3:forces:R:3
Ti 0.1268 -0.2652 0.0274 2.5 -1.4 0.3
C -0.1323 -3.5675 -3.1923 0.0 -0.1 0.1
N 0.9016 -3.7637 -2.1759 0.2 -0.1 -0.1
C 2.1698 -4.3334 -2.6026 0.0 0.1 0.0
C 0.9057 -2.8877 -1.1289 -0.2 0.0 0.4
N -0.1328 -2.2365 -0.7227 -0.6 -0.2 -0.4
N 2.0889 -2.6337 -0.4710 0.2 0.2 0.0
C 2.0270 -1.5320 0.4746 -1.4 0.5 0.1
N 2.3807 -2.0030 1.7890 0.3 -0.2 -0.3
N 2.2545 -0.2456 0.0498 -0.3 -0.4 -0.3
H 0.1775 -4.0774 -4.1015 0.0 0.0 0.0
H -0.2668 -2.5058 -3.4173 0.0 0.0 0.0
H -1.0907 -3.9908 -2.8843 0.0 0.0 0.0
H 1.9882 -4.9750 -3.4615 0.0 0.0 0.0
H 2.6109 -4.9586 -1.8249 0.0 0.0 0.0
H 2.8962 -3.5620 -2.8746 0.0 0.0 0.0
H -0.9737 -2.4150 -1.2595 0.0 0.1 -0.1
H 2.5332 -3.4686 -0.1137 0.2 0.0 -0.1
H 3.3452 -2.3463 1.7919 0.1 0.2 0.1
H 2.3142 -1.2409 2.4481 0.0 0.1 0.1
H 2.4889 -0.1735 -0.9365 0.4 -0.1 0.1
O 0.2878 1.6947 0.2868 -0.3 0.8 0.3
N 0.6410 2.1992 1.4523 0.0 -0.2 -0.2
C 1.0663 3.4779 1.4487 0.2 0.2 0.0
C 1.4759 4.0992 2.5919 -0.1 -0.1 0.0
C 1.4267 3.3659 3.7889 0.2 0.5 0.0
C 0.9587 2.0903 3.7813 -0.3 -0.7 -0.3
C 0.5225 1.4492 2.5851 0.2 0.5 0.5
S -0.1251 -0.1188 2.5151 0.1 0.1 0.3
H 1.0553 3.9291 0.4685 0.0 0.0 0.0
H 1.8109 5.1246 2.5501 0.0 0.0 0.0
H 1.7572 3.8160 4.7174 0.0 0.0 0.0
H 0.8867 1.5095 4.6905 0.0 0.0 0.0
Cl -3.5163 1.3892 -5.6515 0.0 0.0 0.1
C -2.9752 0.9943 -4.0223 0.0 0.0 -0.1
C -3.9151 0.9592 -3.0187 0.0 0.0 0.1
C -3.5205 0.6202 -1.7252 0.0 0.0 -0.2
I -4.9434 0.5098 -0.2152 -0.1 0.0 0.1
C -2.1918 0.3219 -1.4229 0.1 -0.2 0.2
O -1.7879 -0.0940 -0.2310 -0.8 0.2 -0.8
C -1.2368 0.4183 -2.4673 0.3 0.0 -0.1
N 0.0856 0.1440 -2.1077 -0.6 0.2 0.3
C 1.0080 0.1043 -3.1054 0.0 0.0 0.0
C 0.7057 0.3609 -4.4194 0.0 0.0 -0.1
C -0.6023 0.6924 -4.8076 -0.1 0.0 0.1
C -1.6134 0.7176 -3.7984 0.2 0.0 -0.1
H -4.9499 1.1786 -3.2422 0.0 0.0 0.0
H 2.0246 -0.1361 -2.8163 0.0 0.0 0.0
H 1.5030 0.3179 -5.1523 0.0 0.0 0.0
H -0.8547 0.9004 -5.8361 0.0 0.0 0.0
```
Positions in Å, forces in eV/Å.

Computed properties:
- multiplicity = 2
- orbital gap (spin up / spin down) (eV) = 4.4 / 5.8
- LUMO energy (spin up / spin down) (hartree) = 0.096 / 0.094
- charge = -1
- expectation value of S² = 0.890